[1]
Formula: C43H60N7O2ReS2
Source: the OMol25 dataset
Level of theory: ωB97M-V with the def2-TZVPD basis set

Cartesian coordinates (Å):
Re  0.272  0.018  0.762
S  2.622  -0.112  1.283
S  4.516  2.257  1.686
O  1.304  1.101  -1.188
O  3.265  1.880  -0.397
N  -2.239  -0.492  -2.012
N  0.362  -2.143  0.261
N  0.662  2.054  1.241
N  -0.590  -0.914  2.516
N  -1.352  0.578  -1.814
N  1.858  2.520  1.375
N  -1.689  0.954  0.823
C  -0.004  -4.262  1.060
C  -4.066  1.045  0.714
C  2.434  1.551  -1.367
C  2.916  1.721  0.986
C  -1.659  2.260  1.182
C  -2.928  -1.835  -3.938
C  0.928  3.034  -3.435
C  4.606  2.190  -6.668
C  -4.054  2.385  1.095
C  0.778  0.943  4.321
C  -0.075  -2.883  1.348
C  -2.603  0.555  5.920
C  0.769  -3.038  -0.665
C  -4.778  -1.451  2.891
C  -2.865  0.372  0.608
C  -3.435  -3.240  3.949
C  -0.380  2.840  1.375
C  4.057  2.038  -5.288
C  -2.577  -0.867  3.962
C  4.304  1.267  -2.999
C  2.969  -2.373  -1.483
C  -1.326  0.983  5.626
C  -0.522  -2.227  2.482
C  -1.283  -0.390  3.642
C  1.547  -2.751  -1.921
C  0.925  2.468  4.442
C  3.017  1.755  -2.709
C  -0.656  0.523  4.502
C  -2.938  0.659  -4.113
C  -3.156  -0.528  -3.174
C  5.178  0.593  -1.988
C  0.933  -1.610  -2.727
C  -2.845  2.993  1.333
C  1.639  0.194  5.348
C  2.272  2.418  -3.696
C  4.784  1.404  -4.292
C  4.406  1.766  3.420
C  -4.585  -0.495  -2.616
C  -3.210  -0.367  5.093
C  -3.342  -1.915  3.176
C  1.641  -3.995  -2.810
C  2.805  2.549  -4.968
C  0.510  -4.352  -0.208
H  -5.312  -0.507  -3.423
H  -3.158  1.605  -3.621
H  5.620  1.809  -6.731
H  2.230  3.061  -5.726
H  -0.020  2.959  4.218
H  1.667  2.844  3.741
H  1.115  0.623  3.332
H  -2.829  -0.661  0.303
H  0.895  4.032  -3.871
H  5.761  1.005  -4.527
H  -4.753  -1.361  -1.981
H  3.586  -2.176  -2.355
H  -5.190  -1.991  2.041
H  1.598  -1.323  -3.540
H  -3.680  -1.955  -4.714
H  0.692  3.112  -2.377
H  1.236  2.753  5.441
H  5.385  1.962  3.847
H  -0.823  1.671  6.287
H  -4.110  -3.914  3.425
H  3.655  2.367  3.922
H  -1.879  1.446  -1.769
H  4.610  3.238  -6.958
H  -4.736  0.404  -2.023
H  5.747  1.338  -1.430
H  -5.415  -1.648  3.750
H  3.984  1.652  -7.381
H  4.618  0.006  -1.268
H  5.888  -0.061  -2.488
H  -4.805  -0.386  2.681
H  2.232  -4.771  -2.331
H  -4.198  -0.723  5.337
H  -3.828  -3.074  4.949
H  3.412  -3.187  -0.914
H  -2.845  -2.109  2.220
H  0.157  2.436  -3.923
H  -3.111  0.912  6.802
H  -0.261  3.895  1.573
H  1.428  0.545  6.356
H  0.692  -5.253  -0.754
H  -4.976  2.933  1.215
H  -2.778  4.025  1.628
H  -0.635  0.667  -2.536
H  4.180  0.705  3.474
H  1.431  -0.875  5.313
H  -0.014  -1.927  -3.157
H  -1.721  -1.358  -1.908
H  2.695  0.346  5.148
H  2.944  -1.492  -0.848
H  -1.916  0.678  -4.490
H  -0.811  -2.802  3.353
H  -0.321  -5.056  1.706
H  -2.476  -3.741  4.051
H  2.131  -3.735  -3.746
H  -3.605  0.565  -4.965
H  -1.948  -1.837  -4.414
H  -2.997  -2.688  -3.264
H  0.780  -0.754  -2.081
H  0.654  -4.390  -3.043
H  -4.991  0.533  0.500

Its max |F| is 2.272 eV Å⁻¹. The spin multiplicity is 2. Its energy above the lowest of the compared OMol25 structures with the same formula, charge and spin is 157.8 kJ/mol. The calculation puts the highest occupied orbital energy (alpha / beta) at -10.163 / -10.241 eV. Its total charge is +1.

Here are the Löwdin charges for atoms 1 to 6, given in e: atom 1 (Re): 1.4881, atom 2 (S): 0.7293, atom 3 (S): 0.9123, atom 4 (O): -0.0663, atom 5 (O): -0.0785, atom 6 (N): -0.0750

[2]
Formula: C43H61AsFN7SiTb
Source: the OMol25 dataset
Level of theory: ωB97M-V with the def2-TZVPD basis set

Cartesian coordinates (Å):
Tb  2.747  -0.661  -0.434
As  -3.758  3.143  -2.268
Si  0.026  -1.918  -2.114
F  6.393  -0.082  5.128
N  -0.819  0.670  5.896
N  3.648  0.831  -1.996
N  2.174  1.607  0.386
N  2.833  3.748  0.173
N  4.407  2.870  -2.377
N  1.829  -3.246  -0.231
N  -3.060  2.106  6.033
C  5.612  -0.494  4.081
C  0.590  -3.629  -5.817
C  4.267  -0.512  4.236
C  -0.561  2.156  6.230
C  2.279  -6.020  1.006
C  1.450  2.350  1.245
C  -1.779  0.163  6.930
C  -6.699  2.803  -2.539
C  -3.069  0.937  6.887
C  -2.676  -2.705  -2.633
C  -2.406  -1.618  -0.528
C  -1.260  2.296  -3.653
C  -4.548  -2.436  -1.166
C  -5.468  3.453  -3.292
C  1.493  -3.482  1.243
C  1.437  -2.747  -6.522
C  3.010  2.461  -0.298
C  0.723  -2.229  -3.847
C  -1.858  2.921  6.376
C  -1.824  -2.104  -1.690
C  3.517  -0.671  3.057
C  2.992  -4.068  -0.583
C  -1.621  0.698  4.592
C  1.840  3.661  1.179
C  2.102  -4.795  1.957
C  2.061  -1.724  -5.750
C  4.927  2.042  -3.405
C  1.731  -1.491  -4.430
C  -4.048  -2.905  -2.365
C  4.003  -0.922  1.791
C  0.722  -3.533  -1.140
C  6.232  -0.832  2.826
C  4.486  0.817  -3.119
C  -2.874  1.608  4.633
C  0.609  -0.283  -1.568
C  -3.749  -1.638  -0.352
C  5.399  -0.986  1.729
C  2.829  -5.601  -0.378
C  -2.697  2.773  -3.942
C  0.247  -3.370  -4.488
C  -4.185  5.956  -1.254
C  3.666  2.088  -1.522
C  -3.268  5.082  -2.060
H  -3.557  6.809  -0.862
H  1.048  -4.201  -1.931
H  -0.068  -4.135  -0.715
H  1.409  -6.536  0.871
H  -5.603  -2.494  -0.945
H  0.353  -3.522  1.313
H  5.930  -1.008  0.795
H  0.050  2.232  7.125
H  -7.712  3.229  -2.787
H  -5.374  2.864  -4.222
H  -3.833  1.145  4.233
H  1.528  -2.856  -7.566
H  -1.969  3.254  7.422
H  -3.377  1.182  7.939
H  0.777  0.352  -2.434
H  5.578  2.478  -4.154
H  1.549  4.535  1.754
H  -1.381  0.175  7.892
H  -3.162  5.410  -3.102
H  4.302  3.892  -2.431
H  -0.764  3.192  -3.276
H  3.856  -3.649  -0.076
H  -5.625  4.496  -3.621
H  2.089  -0.619  -3.889
H  0.645  1.912  1.879
H  1.944  -2.575  1.732
H  -0.922  1.001  3.762
H  0.032  2.515  5.423
H  -1.232  1.542  -2.828
H  2.314  -6.025  -1.258
H  -3.248  1.945  -4.500
H  -2.304  -3.067  -3.633
H  -6.671  1.745  -2.672
H  -0.675  1.883  -4.472
H  -1.896  -0.361  4.395
H  3.276  4.634  -0.093
H  -2.699  2.495  3.934
H  -0.419  -4.040  -3.927
H  2.941  -6.773  1.427
H  4.722  -0.085  -3.646
H  0.074  -4.411  -6.376
H  -5.031  6.300  -1.818
H  2.441  -0.503  3.185
H  -2.210  5.098  -1.706
H  0.029  0.236  -0.767
H  -1.990  -0.846  6.652
H  3.864  -6.001  -0.488
H  -4.646  -3.305  -3.231
H  2.921  -4.520  2.624
H  1.313  -5.209  2.650
H  -1.791  -1.234  0.247
H  -3.909  0.399  6.428
H  7.275  -0.847  2.755
H  -6.560  3.035  -1.510
H  3.236  -3.828  -1.650
H  2.813  -1.103  -6.240
H  -1.874  3.803  5.702
H  -4.541  5.472  -0.314
H  3.708  -0.401  5.173
H  -4.229  -1.301  0.531
H  -2.797  3.660  -4.556

Its max |F| is 3.478 eV Å⁻¹. The spin multiplicity is 7. The calculation puts the highest occupied orbital energy (alpha / beta) at -9.772 / -9.772 eV. Its total charge is +1.

Here are the Löwdin charges for atoms 1 to 6, given in e: atom 1 (Tb): 1.6747, atom 2 (As): 1.1725, atom 3 (Si): 0.6242, atom 4 (F): 0.0368, atom 5 (N): -0.1050, atom 6 (N): -0.0643

[3]
Formula: C43H61BF2N9O2S3Tl
Source: the OMol25 dataset
Level of theory: ωB97M-V with the def2-TZVPD basis set

Cartesian coordinates (Å):
Tl  -0.599  0.332  -0.152
S  -0.033  3.285  0.314
S  2.081  -1.684  0.298
S  2.093  0.922  -1.576
F  -3.539  -0.718  1.433
F  -3.238  1.398  1.950
O  -0.003  -1.960  -3.486
O  -0.967  -2.853  3.869
N  -1.002  -2.824  1.587
N  -2.910  -3.456  2.840
N  2.332  0.099  3.750
N  0.021  1.380  3.755
N  1.953  -0.190  2.492
N  -1.026  -2.919  -0.704
N  2.848  2.704  1.833
N  0.363  1.814  2.529
N  2.384  1.785  0.967
C  4.698  2.367  -1.950
C  -2.898  0.549  -2.417
C  5.604  4.369  3.025
C  2.670  -1.118  7.018
C  4.492  3.402  0.298
C  -1.680  3.025  3.912
C  3.209  4.496  3.754
C  -1.547  -3.009  2.800
C  4.878  -0.760  5.909
C  -1.346  3.507  2.670
C  -4.151  0.231  -4.635
C  -1.410  0.170  -2.347
C  3.802  3.521  1.529
C  2.813  -0.823  4.528
C  -0.988  1.908  4.392
C  -1.665  -3.064  0.466
C  -0.543  0.031  5.990
C  -3.883  1.778  -6.465
C  -2.107  4.636  2.052
C  -3.261  1.777  -1.542
C  -3.560  -3.615  4.123
C  -3.014  -3.549  0.486
C  -0.330  2.861  1.936
C  -2.861  0.904  5.710
C  2.898  -2.168  4.117
C  -1.375  1.283  5.727
C  -2.945  2.472  -5.710
C  2.705  -3.869  2.294
C  3.387  -0.388  5.873
C  -3.733  -0.637  -1.923
C  -3.223  0.922  -3.858
C  4.013  5.961  1.891
C  -4.478  0.653  -5.919
C  -1.111  2.306  6.843
C  4.158  4.586  2.557
C  2.852  1.731  -0.328
C  -2.623  2.047  -4.432
C  -3.585  -3.699  1.696
C  3.260  1.127  6.050
C  4.036  2.505  -0.616
C  -2.503  0.216  1.703
C  2.602  -2.476  2.823
C  2.185  -1.430  1.951
B  1.326  0.989  1.753
H  -4.644  -0.648  -4.242
H  5.405  -0.298  5.072
H  3.536  -3.944  1.592
H  -3.502  1.773  5.557
H  1.790  -4.099  1.747
H  -4.259  2.163  -1.790
H  -1.890  2.604  -3.864
H  3.480  5.243  4.505
H  -5.212  0.099  -6.494
H  3.002  6.069  1.496
H  -3.784  -4.667  4.321
H  -0.621  -1.200  -3.116
H  2.236  1.452  5.874
H  -2.791  5.087  2.774
H  -3.259  1.491  -0.489
H  4.813  1.315  -2.207
H  -2.867  -3.254  4.879
H  -3.472  -1.541  -2.479
H  -0.773  -0.373  6.981
H  -2.128  -0.082  2.698
H  1.597  -0.944  6.970
H  -0.824  1.003  -2.769
H  3.244  3.501  4.196
H  -0.062  2.612  6.828
H  4.713  6.077  1.061
H  3.889  1.643  5.324
H  3.043  -0.765  7.983
H  4.196  6.760  2.614
H  2.840  -2.195  6.961
H  5.361  4.011  0.080
H  -4.142  2.111  -7.463
H  -1.423  5.392  1.667
H  0.511  0.286  5.930
H  -4.613  -4.023  1.805
H  3.570  1.413  7.058
H  5.889  5.123  3.762
H  4.065  2.809  -2.721
H  -3.507  -0.811  -0.870
H  -2.536  2.580  -1.675
H  5.330  -0.409  6.840
H  -2.672  4.249  1.203
H  5.022  -1.840  5.848
H  5.671  2.864  -1.953
H  5.701  3.382  3.480
H  0.854  -1.717  -3.113
H  -1.332  1.869  7.821
H  -0.728  -0.732  5.231
H  -0.093  -2.533  -0.678
H  -2.467  3.354  -6.120
H  -3.056  0.197  4.901
H  -1.530  -2.809  -1.571
H  -4.810  -0.449  -2.007
H  3.219  -2.948  4.795
H  -3.567  -3.731  -0.422
H  -1.725  3.200  6.716
H  2.182  4.665  3.429
H  -2.489  3.477  4.471
H  2.848  -4.586  3.105
H  -3.136  0.434  6.659
H  -4.483  -3.033  4.156
H  6.302  4.426  2.187

Its max |F| is 2.469 eV Å⁻¹. Its energy above the lowest of the compared OMol25 structures with the same formula, charge and spin is 105.2 kJ/mol. The calculation puts the highest occupied orbital energy at -0.327 eV. Its total charge is -2.

Here are the Löwdin charges for atoms 1 to 6, given in e: atom 1 (Tl): 0.7503, atom 2 (S): 0.6790, atom 3 (S): 0.6742, atom 4 (S): 0.6300, atom 5 (F): -0.1297, atom 6 (F): -0.1140

[4]
Formula: C43H61P3PtSi
Source: the OMol25 dataset
Level of theory: ωB97M-V with the def2-TZVPD basis set

Cartesian coordinates (Å):
Pt  1.017  -0.184  0.416
P  1.018  2.256  1.375
P  -2.628  -1.417  0.794
P  2.162  -0.234  -1.708
Si  -0.874  0.684  -0.703
C  0.137  3.358  -3.766
C  -3.219  -3.216  0.987
C  4.094  1.519  -0.872
C  -2.883  2.528  0.262
C  2.944  -5.689  0.489
C  -3.188  -0.981  -0.898
C  -2.391  -0.063  -1.589
C  3.074  -2.794  -2.266
C  -3.402  3.499  1.098
C  1.265  2.797  -4.339
C  -2.594  4.092  2.054
C  -2.712  0.253  -2.901
C  1.281  1.080  -2.641
C  -0.457  2.736  -2.684
C  1.033  -2.048  1.557
C  1.534  4.390  -0.301
C  2.035  -1.581  -4.249
C  0.229  0.930  3.621
C  -5.224  -0.203  1.543
C  -1.550  2.143  0.347
C  1.306  1.917  3.186
C  -4.635  -3.458  1.498
C  -2.202  -3.928  1.887
C  -3.504  -0.589  3.341
C  2.861  -3.694  1.815
C  -3.822  -0.294  -3.518
C  1.807  -5.276  -0.190
C  3.981  0.228  -1.673
C  2.701  1.302  3.266
C  4.836  0.317  -2.933
C  2.028  -1.785  -2.738
C  -4.283  -1.555  -1.534
C  3.458  -4.896  1.505
C  -3.736  -0.319  1.856
C  1.951  3.870  1.071
C  1.861  4.985  2.111
C  1.704  -3.259  1.148
C  1.189  -4.087  0.133
C  -4.606  -1.206  -2.833
C  -1.263  3.728  2.148
C  -0.733  2.766  1.296
C  1.836  1.671  -3.774
C  0.085  1.588  -2.119
H  3.459  2.022  2.958
H  3.002  3.555  1.016
H  -0.647  4.173  2.914
H  4.383  -0.585  -1.053
H  1.880  -2.539  -4.742
H  -0.719  1.437  3.793
H  -5.380  -2.942  0.899
H  -4.072  -0.024  -4.536
H  -5.400  -0.115  0.475
H  2.132  5.256  -0.582
H  3.074  -2.850  -1.178
H  -5.618  0.694  2.021
H  1.038  -2.171  -2.454
H  5.129  1.706  -0.595
H  -3.981  -1.512  3.662
H  3.492  1.438  0.034
H  -0.054  -2.162  1.509
H  2.753  0.446  2.584
H  3.420  -6.627  0.244
H  -4.886  -2.292  -1.025
H  1.404  -5.900  -0.976
H  0.299  -3.772  -0.398
H  4.755  -0.571  -3.551
H  2.976  -1.163  -4.598
H  0.077  0.194  2.819
H  3.259  -3.082  2.613
H  2.831  -3.785  -2.642
H  1.255  2.820  3.799
H  5.878  0.416  -2.631
H  -2.440  -0.655  3.560
H  -5.789  -1.050  1.919
H  2.092  4.634  3.114
H  -3.132  -3.644  -0.020
H  1.226  -0.915  -4.542
H  2.937  0.961  4.272
H  -2.030  -3.370  2.806
H  4.317  -5.230  2.072
H  -2.567  -4.918  2.160
H  -5.460  -1.658  -3.318
H  2.588  5.758  1.861
H  -1.250  -4.049  1.373
H  -3.002  4.830  2.729
H  1.363  -1.720  2.548
H  0.876  5.447  2.113
H  4.587  1.190  -3.527
H  1.659  3.621  -1.060
H  -4.727  -3.131  2.529
H  -3.525  2.043  -0.461
H  2.719  1.255  -4.227
H  1.717  3.249  -5.210
H  -0.282  4.267  -4.170
H  3.726  2.364  -1.450
H  -1.348  3.164  -2.245
H  0.485  4.683  -0.291
H  0.514  0.404  4.532
H  -3.920  0.226  3.935
H  -3.285  0.657  1.640
H  -2.086  0.930  -3.465
H  -4.859  -4.525  1.462
H  -4.443  3.776  1.021
H  4.075  -2.537  -2.608

Its max |F| is 2.246 eV Å⁻¹. The calculation puts the highest occupied orbital energy (alpha / beta) at -5.774 / -5.791 eV.

Here are the Löwdin charges for atoms 1 to 6, given in e: atom 1 (Pt): 0.5730, atom 2 (P): 1.0267, atom 3 (P): 1.1161, atom 4 (P): 0.9542, atom 5 (Si): 0.5844, atom 6 (C): -0.0790

Question: Among the records above, which one has the highest max |F|?
Answer: C43H61AsFN7SiTb

Question: The highest max |F| belongs to which entry?
Answer: C43H61AsFN7SiTb

Question: What is the max |F| in the third record?
Answer: 2.469 eV Å⁻¹

Question: max |F| of number 2 (C43H61AsFN7SiTb)?
Answer: 3.478 eV Å⁻¹